Record 1
C35H26Br2NOP2PtS2 as an isolated structure, computed with the ωB97M-V functional and the def2-TZVPD basis.

For the strongest force on any atom, the calculation gives 0.0307 hartree/bohr. As for the relative energy (zero: lowest compared OMol25 entry of this formula, charge and spin): 198.7 kJ/mol. As for the total charge: -1. Its spin multiplicity is 1. The value obtained for the orbital gap (spin up / spin down) is 6.032 / 6.030 eV.

Geometry (Å):
Pt: 0.099 -0.740 -1.787
Br: -0.083 -1.210 -7.018
Br: 1.524 -6.533 -6.037
S: 2.554 0.311 -1.282
S: -2.457 -1.171 -0.960
P: 1.383 0.979 0.195
P: -1.673 0.115 0.356
O: 0.053 -1.045 -3.972
N: 0.723 -2.968 -2.186
C: 0.734 -3.282 -3.497
C: 1.082 -4.576 -3.956
C: 0.365 -2.204 -4.400
C: -3.334 2.346 0.980
C: 1.212 2.784 -0.056
C: 0.724 -3.821 -6.226
C: -2.781 -2.019 3.658
C: 0.576 4.534 -1.586
C: -2.499 1.721 0.061
C: 3.307 -0.015 1.950
C: 1.066 -4.813 -5.346
C: 0.659 3.190 -1.270
C: -3.847 4.054 -0.634
C: 0.014 -0.043 0.122
C: 1.419 -5.524 -2.966
C: -2.596 -1.602 2.348
C: 1.609 1.330 2.984
C: 1.703 3.741 0.826
C: -3.023 3.425 -1.560
C: 3.838 -0.298 3.200
C: 3.255 0.231 4.342
C: 1.038 -3.857 -1.271
C: -1.797 0.518 3.144
C: -2.098 -0.330 2.080
C: 0.384 -2.553 -5.760
C: 1.625 5.090 0.504
C: -1.984 0.102 4.453
C: -2.358 2.262 -1.217
C: 1.001 -3.425 0.163
C: 1.059 5.487 -0.697
C: 1.396 -5.169 -1.647
C: 2.184 0.799 1.831
C: -4.005 3.512 0.631
C: 2.140 1.050 4.232
C: -2.474 -1.170 4.712
H: 1.653 -5.889 -0.880
H: 1.007 6.539 -0.949
H: 0.717 -4.019 -7.289
H: -1.417 1.513 2.943
H: 1.693 -6.527 -3.262
H: -1.748 0.765 5.277
H: 0.737 1.969 2.900
H: 4.709 -0.937 3.286
H: -1.749 1.737 -1.942
H: -2.827 -2.257 1.518
H: 1.277 -4.246 0.827
H: 1.681 -2.586 0.318
H: 0.002 -3.068 0.420
H: -2.615 -1.501 5.734
H: -3.471 1.921 1.965
H: -4.378 4.958 -0.906
H: -3.164 -3.012 3.862
H: -4.662 3.994 1.345
H: 2.016 5.834 1.187
H: 2.156 3.435 1.760
H: 0.144 4.845 -2.528
H: -2.910 3.843 -2.553
H: 3.669 0.003 5.317
H: 1.687 1.463 5.125
H: 0.329 2.434 -1.972
H: 3.749 -0.427 1.052



Record 2
One molecule with the formula C2H3NO, computed with the ωB97M-V functional and the def2-TZVPD basis.

For the strongest force on any atom, the calculation gives 0.0962 hartree/bohr. As for the relative energy (zero: lowest compared OMol25 entry of this formula, charge and spin): 159.5 kJ/mol. As for the total charge: 0. Its spin multiplicity is 1. The value obtained for the orbital gap is 9.972 eV.

Geometry (Å):
O: -1.785 0.005 -0.095
N: 0.416 1.235 0.086
C: 0.514 -0.011 -0.141
C: -0.828 -0.614 0.073
H: 1.246 -0.727 -0.363
H: 1.252 1.820 -0.051
H: -0.815 -1.708 0.490



| no. | electronic energy (eV) |
| --- | --- |
| 1 | -223837.812 |
| 2 | -5658.252 |